{
  "formula": "CaH2O",
  "method": "the ωB97M-V functional and the def2-TZVPD basis",
  "species": ["O", "H", "H", "Ca"],
  "xyz": [[-0.33003, -2.32695, -0.52438], [-1.12076, -2.58082, 0.00340], [-0.28210, -3.00129, -1.23938], [-0.07383, -0.48299, -0.10615]],
  "energy_ha": -753.36457,
  "e_homo_ev": -25.325,
  "total_charge": 2,
  "spin_multiplicity": 1
}

***

{
  "formula": "CHClFN",
  "method": "the ωB97M-V functional and the def2-TZVPD basis",
  "species": ["N", "C", "F", "Cl", "H"],
  "xyz": [[1.39791, -0.01088, 1.04283], [1.20521, -1.00150, 0.50645], [0.74890, -1.98904, -0.17435], [-1.44424, 1.10174, -0.22181], [-1.90778, 1.89968, -1.15312]],
  "energy_ha": -653.46219,
  "smiles": "N#CF.Cl",
  "e_homo_ev": -11.731,
  "spin_multiplicity": 1
}

***

{
  "formula": "C14H18FNO",
  "method": "the ωB97M-V functional and the def2-TZVPD basis",
  "species": ["C", "C", "C", "C", "C", "C", "C", "C", "C", "C", "C", "C", "C", "F", "N", "C", "O", "H", "H", "H", "H", "H", "H", "H", "H", "H", "H", "H", "H", "H", "H", "H", "H", "H", "H"],
  "xyz": [[3.18042, -2.32913, -1.04272], [2.63540, -2.61192, 0.34858], [1.53002, -1.68149, 1.00494], [1.21372, -2.20940, 2.49191], [0.26689, -1.51230, 0.05568], [-0.35705, -0.17805, 0.32377], [-1.19166, 0.28831, -0.85099], [-1.83576, 1.59087, -0.62143], [-3.15635, 1.71069, -0.15335], [-3.84662, 2.87306, -0.14756], [-3.27381, 3.97760, -0.76862], [-2.05046, 3.91176, -1.31854], [-1.34468, 2.65908, -1.28375], [-0.17120, 2.63895, -1.95733], [0.82827, 0.56812, 0.73334], [1.88232, -0.17931, 1.07427], [3.03233, 0.30402, 1.21913], [3.27409, -1.31193, -1.28755], [4.18547, -2.79345, -1.31339], [2.43358, -2.71582, -1.68697], [3.55928, -2.63009, 1.00706], [2.12773, -3.60734, 0.23338], [1.55226, -3.27615, 2.45014], [1.84125, -1.84873, 3.29429], [0.21342, -2.07138, 2.75491], [-0.48750, -2.34402, 0.17532], [0.64813, -1.53963, -0.96807], [-1.06396, -0.26117, 1.19499], [-0.59662, 0.37226, -1.79453], [-1.93902, -0.46150, -1.18883], [-3.55128, 0.76610, 0.30193], [-4.86648, 2.75227, 0.33651], [-3.85502, 4.88754, -0.89126], [-1.80230, 4.75766, -2.02573], [0.98516, 1.50452, 0.30047]],
  "energy_ha": -774.10165,
  "smiles": "CC[C@]1(C)C[C@H](Cc2ccccc2F)NC1=O",
  "e_homo_ev": -9.252,
  "spin_multiplicity": 1
}

***

{
  "formula": "C33H37AuIN2O2PS",
  "method": "the ωB97M-V functional and the def2-TZVPD basis",
  "species": ["Au", "I", "C", "C", "C", "C", "C", "C", "C", "C", "C", "P", "C", "C", "C", "C", "C", "C", "C", "C", "C", "C", "C", "C", "C", "H", "H", "H", "H", "H", "H", "H", "H", "H", "H", "H", "H", "H", "H", "H", "H", "C", "C", "C", "O", "H", "H", "H", "H", "H", "H", "H", "C", "C", "O", "H", "H", "H", "H", "H", "H", "C", "C", "C", "C", "N", "C", "S", "N", "C", "H", "H", "H", "H", "H", "H", "H", "H"],
  "xyz": [[0.92104, -0.58091, 0.39122], [3.13016, -0.73760, -1.96038], [4.22018, -1.99658, -0.67735], [5.52662, -1.61318, -0.52624], [6.46704, -2.45744, 0.08777], [6.08608, -3.71468, 0.44214], [4.74734, -4.14266, 0.27809], [4.43859, -5.49934, 0.54564], [3.18031, -5.98225, 0.36164], [2.15456, -5.07520, 0.05230], [2.38757, -3.73619, -0.17306], [0.84019, -2.77154, -0.14593], [0.00256, -3.01407, -1.72946], [0.64078, -3.63140, -2.79892], [-0.00807, -3.75051, -4.02121], [-1.29237, -3.25531, -4.17762], [-1.93222, -2.63098, -3.11207], [-1.28478, -2.49950, -1.89643], [-0.17024, -3.60502, 1.11463], [-1.31295, -4.33853, 0.81532], [-2.03901, -4.94027, 1.83689], [-1.62459, -4.81698, 3.15360], [-0.47743, -4.09053, 3.45527], [0.24318, -3.48386, 2.44226], [3.73966, -3.24983, -0.19425], [5.85552, -0.66416, -0.92666], [7.48854, -2.12564, 0.20869], [6.80407, -4.42047, 0.83912], [5.23832, -6.14903, 0.87794], [2.95116, -7.02803, 0.50896], [1.13846, -5.45003, 0.04586], [1.64113, -4.02757, -2.68113], [0.49292, -4.23484, -4.84825], [-1.79770, -3.35582, -5.12886], [-2.93844, -2.25112, -3.23391], [-1.77653, -1.99363, -1.07210], [-1.63810, -4.45966, -0.20953], [-2.92357, -5.51560, 1.59791], [-2.18563, -5.29411, 3.94587], [-0.14671, -3.99948, 4.48124], [1.13383, -2.91345, 2.68444], [-2.18694, -0.77803, 2.27777], [-2.77276, 0.30490, 1.40096], [-4.21081, 0.01818, 0.99483], [-1.91883, 0.34434, 0.20936], [-2.73460, -0.79576, 3.22065], [-1.13629, -0.58843, 2.49573], [-2.27430, -1.76129, 1.81172], [-2.68688, 1.27020, 1.90378], [-4.22695, -0.61754, 0.10792], [-4.79659, 0.91727, 0.79310], [-4.72070, -0.51926, 1.79374], [1.85851, 3.75828, 0.91072], [2.15861, 2.30162, 0.67149], [1.00285, 1.48387, 1.04529], [2.73226, 4.35911, 0.66037], [1.60870, 3.94131, 1.95526], [1.03464, 4.09993, 0.27889], [2.96920, 1.94345, 1.30250], [2.41210, 2.09358, -0.36826], [0.20528, 1.94998, 0.75525], [-6.18378, 3.72350, -2.47387], [-5.25677, 3.61490, -1.31640], [-5.38410, 4.28932, -0.12312], [-4.43311, 4.10198, 0.88091], [-3.37111, 3.28978, 0.69037], [-3.27748, 2.64300, -0.43601], [-1.88403, 1.60691, -0.83525], [-4.19754, 2.77836, -1.42267], [-4.52314, 4.78126, 2.19796], [-6.92061, 4.50245, -2.30136], [-6.70733, 2.77700, -2.62473], [-5.63226, 3.95596, -3.38615], [-6.21426, 4.96522, 0.02156], [-4.06141, 2.23617, -2.27008], [-5.24044, 5.59744, 2.19062], [-3.54005, 5.14416, 2.49353], [-4.83542, 4.04938, 2.94796]],
  "energy_ha": -2712.11689,
  "e_homo_ev": -12.232,
  "total_charge": 2,
  "spin_multiplicity": 1
}

***

{
  "formula": "C22H22N5O6S",
  "method": "the ωB97M-V functional and the def2-TZVPD basis",
  "species": ["C", "N", "C", "C", "C", "C", "C", "C", "C", "C", "O", "N", "C", "C", "S", "N", "C", "C", "O", "C", "C", "H", "H", "H", "H", "H", "H", "H", "H", "H", "H", "H", "H", "H", "H", "H", "H", "H", "C", "N", "O", "O", "C", "C", "C", "C", "N", "O", "O", "C", "C", "H", "H", "H", "H", "H"],
  "xyz": [[-6.55229, 1.36059, 1.34557], [-5.49308, 1.73114, 2.29725], [-5.71725, 2.98374, 3.03821], [-4.17811, 1.16498, 2.20709], [-3.24468, 1.65422, 1.27982], [-1.95865, 1.18960, 1.26410], [-1.52036, 0.22136, 2.17978], [-0.13399, -0.22582, 2.20969], [0.99225, 0.53813, 2.12143], [2.28051, -0.14636, 2.06588], [2.33016, -1.36105, 1.98305], [3.45951, 0.62356, 2.11256], [4.70300, -0.12842, 2.12237], [3.44425, 2.00090, 2.16989], [4.85865, 2.84949, 2.22317], [2.23513, 2.66221, 2.19212], [2.17340, 4.10516, 2.33267], [0.99124, 1.99825, 2.19584], [-0.02898, 2.65551, 2.29470], [-2.46982, -0.30862, 3.06872], [-3.75738, 0.15851, 3.09173], [-6.25237, 0.49288, 0.75926], [-7.46410, 1.11220, 1.88506], [-6.76126, 2.18376, 0.66435], [-4.82365, 3.25060, 3.60197], [-5.94995, 3.79738, 2.35240], [-6.54321, 2.86074, 3.73666], [-3.54539, 2.42995, 0.59822], [-1.24098, 1.58995, 0.56789], [0.03115, -1.28644, 2.32483], [5.56054, 0.53698, 2.19559], [4.70575, -0.80672, 2.97477], [4.77997, -0.70995, 1.20515], [1.12795, 4.41110, 2.35195], [2.64899, 4.40622, 3.26408], [2.67343, 4.58996, 1.49677], [-2.16161, -1.06540, 3.76868], [-4.46768, -0.22828, 3.80123], [0.68774, -5.07145, 3.82111], [1.90808, -4.85646, 4.50180], [2.88629, -4.44961, 3.84764], [1.98230, -5.07347, 5.72374], [-0.42453, -5.69870, 4.37487], [-0.41772, -6.19283, 5.69910], [-1.52320, -6.77245, 6.24873], [-2.68812, -6.90152, 5.50649], [-3.86747, -7.46226, 6.14083], [-4.94251, -7.43620, 5.52787], [-3.74845, -7.93851, 7.27697], [-2.71432, -6.46894, 4.18548], [-1.61264, -5.88278, 3.62416], [0.65893, -4.73586, 2.80379], [0.47931, -6.09543, 6.28369], [-1.51689, -7.13248, 7.26576], [-3.61389, -6.61788, 3.60791], [-1.63606, -5.56005, 2.59719]],
  "energy_ha": -1974.82890,
  "e_homo_ev": -3.771,
  "total_charge": -1,
  "spin_multiplicity": 1
}

***

Table of energy above the lowest of the compared OMol25 structures with the same formula, charge and spin (kJ/mol), in record order: 80.8, 105.3, 118.4, 3.1, 0.0
Table of gap between HOMO and LUMO (eV), in record order: 14.2757, 12.0847, 9.9299, 5.6836, 4.3868
Table of lowest unoccupied orbital energy (eV), in record order: -11.05, 0.35, 0.68, -6.55, 0.62